(1)
116
Properties=species:S:1:pos:R:3 method="wB97M-V/def2-TZVPD" energy_ev=-162450.9122 e_lumo_ev=0.247 multiplicity=1
Sr 2.28416 -0.46460 1.46560
As -4.28133 1.52446 -3.89310
Cl 3.51733 0.59539 6.51002
S 4.61769 -1.61618 -2.05854
P -0.63765 -0.18407 -1.51267
O 2.99522 -0.92782 3.55341
O 3.95994 1.05300 3.36961
N 5.23623 1.55222 0.76917
N 2.76123 -0.89188 -3.75818
N 1.96870 -1.47351 -1.70728
N -0.13804 -0.38495 2.73629
N 1.41419 1.90742 2.45107
N 1.55139 -3.03300 1.96996
N 3.18325 1.21874 -0.32331
N 1.85284 -2.02535 -0.52277
N 4.69502 -0.70965 1.14442
C -3.25231 5.63477 -1.74270
C 3.00069 -1.39961 -2.50128
C 4.28999 1.93087 -0.14814
C -1.55282 0.71160 -0.18348
C -2.22090 -4.50823 -1.39144
C -1.34548 -1.86554 -1.46801
C 2.49519 -4.20724 -1.46152
C 0.35219 1.87977 3.44549
C -3.85112 3.20627 -2.96987
C -8.41117 0.98292 -1.60185
C -1.67083 0.58660 -2.88423
C 0.82638 -4.83662 3.36026
C -2.91427 2.41318 1.55717
C -4.22142 3.44359 -1.65240
C -1.11727 2.01980 0.02193
C -1.37697 -2.56552 -0.26506
C -1.79742 2.86755 0.87464
C 2.37492 1.56726 -1.31454
C -3.93094 4.65038 -1.04447
C -2.86103 5.40514 -3.05082
C 3.75541 -0.02419 3.93861
C -1.69030 -2.53071 -2.64215
C 1.18345 -3.51653 3.14421
C -8.18321 2.06303 -2.43907
C 3.71360 3.43284 -1.93252
C 5.08720 -1.90566 1.56013
C -2.13283 -3.84009 -2.60004
C -5.97295 1.22720 -2.93886
C 5.54024 0.30638 1.26291
C 6.80520 0.15453 1.85786
C 4.46404 -0.26285 5.28528
C -3.33650 1.10489 1.38839
C -6.97714 2.17726 -3.10375
C 2.60407 2.62931 -2.16762
C 2.02995 -3.30544 -0.35115
C 1.24026 -5.21673 1.04953
C -3.16405 0.36425 -2.73215
C 7.18666 -1.08739 2.30519
C -7.42998 0.02068 -1.44486
C -6.22281 0.13983 -2.11262
C -1.82658 -3.87202 -0.22521
C -3.16436 4.19922 -3.65889
C 4.55449 3.09311 -0.89835
C 6.31513 -2.15733 2.13668
C -2.66774 0.25942 0.51572
C 0.12175 0.44505 3.90435
C 0.84524 -5.70421 2.27292
C 1.61466 -3.86311 0.91762
H -2.57331 -5.52865 -1.36393
H 6.58398 -3.15302 2.44904
H 1.92980 2.82733 -2.98612
H 0.54403 -5.17888 4.34284
H 1.84673 -1.04432 -4.15145
H -0.56721 2.24540 2.97658
H -1.60782 -2.03175 -3.59803
H -3.46607 0.57546 -1.70450
H -3.03130 -0.74849 0.36854
H -3.45654 3.07352 2.21520
H 1.23259 -5.86837 0.19031
H -8.94705 2.81632 -2.57042
H 3.42084 -3.80931 -1.88010
H -3.03639 6.58317 -1.27177
H -1.46634 3.88796 0.99906
H -1.43930 1.65818 -2.85532
H -4.20474 0.74562 1.92037
H -0.97957 -0.04316 2.27355
H 2.31569 1.81285 2.92182
H 1.51628 0.92694 -1.44532
H 5.47119 0.14999 5.28458
H -9.35149 0.89060 -1.07774
H 4.36814 -2.69860 1.41484
H -4.24258 4.82828 -0.02445
H -5.47338 -0.62955 -1.97980
H -1.01992 -2.07941 0.63397
H -0.70364 0.42120 4.63386
H -2.33033 6.17064 -3.59922
H 3.54404 -0.95712 -4.38838
H -7.60346 -0.82747 -0.79645
H -4.75691 2.68123 -1.09926
H 5.43317 3.68306 -0.67728
H 1.42843 2.80931 1.98477
H 1.18845 -2.80931 3.96181
H -1.86369 -4.40293 0.71512
H -2.41016 -4.33864 -3.51723
H -6.79486 3.02420 -3.75785
H -0.30623 -1.34050 3.02664
H 0.54986 -6.73971 2.38147
H 3.93170 4.29033 -2.55491
H 4.46065 -1.31946 5.55165
H -3.41353 -0.67559 -2.95286
H 7.46371 1.00404 1.96168
H -2.87452 4.01985 -4.68928
H -0.24545 2.37347 -0.51214
H 8.15133 -1.23105 2.76882
H 5.96912 2.23544 0.90082
H 1.74875 -4.23193 -2.25931
H -1.29956 0.19973 -3.83790
H 0.56651 2.50217 4.32843
H 1.02351 0.07902 4.39191
H 2.68838 -5.21604 -1.11216

***

(2)
114
Properties=species:S:1:pos:R:3 method="wB97M-V/def2-TZVPD" energy_ev=-104986.8169 e_lumo_ev=-0.619 multiplicity=1
Ti 0.48312 1.16395 -0.23365
S 1.71369 1.86408 2.26934
O 2.35619 0.69143 1.71105
O 5.00382 0.97786 -0.64051
O 2.35096 3.12430 2.01273
O -1.91445 2.36503 2.45392
O -1.36224 1.45766 -0.63093
O 2.12002 1.41972 -0.99653
N 0.19228 1.78407 1.68869
N -1.02339 3.66407 -1.07416
N 0.27018 3.17788 -1.03275
N -0.39093 -1.89284 0.52166
N -0.34050 -1.83730 -1.75430
C -0.73888 -0.70416 -5.27677
C -3.15515 -0.55529 1.20243
C -0.95990 -3.01253 -1.32502
C -1.82338 2.68412 -0.82592
C -0.11633 -1.68614 -3.16775
C 0.01002 1.99724 6.38838
C -4.14798 1.81992 -0.73148
C 2.03134 1.67995 5.09195
C -3.41558 -0.82779 -3.56111
C 3.04084 2.40025 -1.06997
C 0.87944 -2.45040 -3.80849
C 1.19141 -4.79875 -2.75475
C 4.85060 4.54472 -1.19320
C -5.51918 2.02407 -0.72174
C 5.28828 3.24873 -0.97158
C -1.17118 -1.28832 4.10135
C 2.65404 -2.87657 -2.02975
C 2.60142 3.71941 -1.27033
C 1.82266 -3.46425 -3.16220
C 3.50198 4.78233 -1.34778
C 2.12655 -3.81063 1.38685
C -0.75197 2.14557 5.23713
C 1.04213 -2.28196 -5.18169
C -0.11200 2.04286 4.01645
C 1.04261 -1.85742 2.50435
C -0.23729 -1.73631 1.94091
C 3.59258 -2.02534 2.31718
C -2.19415 1.36364 -3.76746
C 4.35943 -0.22051 -1.05211
C -2.78511 -1.65666 2.18815
C -6.02843 3.31328 -0.76970
C -3.79404 4.19834 -0.84389
C 1.18599 -1.63609 3.87151
C -2.10760 -0.08188 -3.28072
C -5.16338 4.39939 -0.83192
C -3.28183 2.90370 -0.79153
C 1.19394 4.02494 -1.30545
C 0.25086 -1.41861 -5.91720
C -0.75662 2.11877 2.65968
C 4.41542 2.16856 -0.90715
C -0.97410 -3.05701 0.01485
C -0.94411 -0.82675 -3.90442
C 2.23505 -2.30790 1.67904
C 1.24949 1.80994 3.96323
C -1.37195 -1.52795 2.74467
C 1.38197 1.76599 6.31703
C 0.09557 -1.32012 4.65942
C -3.86084 -1.75737 3.26719
B 0.00142 -1.04051 -0.58991
H 5.12919 -0.98965 -1.04045
H -2.81240 -2.59802 1.63366
H 1.81355 -2.85225 -5.68501
H 0.22531 -1.12481 5.71715
H 3.68780 -0.99391 2.64899
H -3.37867 -1.84770 -3.17369
H 3.55292 -0.49350 -0.37635
H 4.38239 -2.21993 1.58908
H -3.17309 0.42037 1.68781
H -2.37457 1.42190 -4.84235
H 2.16675 -1.70772 4.32201
H 2.97840 -4.14386 0.79005
H -2.45350 -0.50335 0.37270
H -2.02063 -1.09431 4.74070
H 6.33954 3.02965 -0.83635
H 3.12314 5.78497 -1.49931
H 3.77421 -2.68854 3.16699
H -7.09888 3.47404 -0.75856
H 2.02186 -2.49826 -1.22657
H 0.40349 -1.31279 -6.98360
H 3.26287 -2.05577 -2.40506
H 0.89012 5.04356 -1.53681
H -4.25575 -0.31253 -3.08949
H -3.02157 1.87796 -3.27993
H -1.27482 1.91325 -3.55370
H 3.32105 -3.63404 -1.61149
H -3.99215 -0.80788 3.79181
H 2.52484 -3.71054 -3.96266
H -3.11014 5.03416 -0.89065
H -1.32149 -3.74059 -2.03122
H 0.66701 -4.73261 -1.80349
H -4.81542 -2.00157 2.79904
H 1.95129 1.65397 7.23034
H -1.37489 -0.04412 -5.85188
H 1.21690 -4.05481 0.83982
H 3.09725 1.50924 5.02736
H -6.18929 1.17501 -0.67638
H -1.96323 -0.06395 -2.20327
H 2.12641 -4.37505 2.32270
H -4.15122 -0.74870 0.79660
H -1.81817 2.32549 5.27355
H -5.55864 5.40611 -0.86964
H -3.63956 -2.53034 4.00452
H 5.56341 5.35657 -1.23441
H 3.96803 -0.10910 -2.06272
H 1.98244 -5.54339 -2.64360
H -3.73990 0.82056 -0.70812
H 0.49391 -5.16108 -3.51249
H -3.61118 -0.88118 -4.63507
H -0.46575 2.06242 7.35798
H 2.19300 -1.78219 0.72462
H -1.33500 -3.83960 0.66151

***

Maximum force (computed, eV/A): 2.3, 0.5
ΔE to the lowest compared entry with this formula, charge and spin (computed, kcal/mol): 39.9, 0.0